Entry 1:
{"formula": "C8H14Cl2N4", "method": "ωB97M-V with the def2-TZVPD basis set", "lumo_ev": -7.9, "smiles": "[NH2+]=C(N/C(Cl)=[NH+]\\CCl)N1[C@@H]2CCC[C@@H]21", "homo_ev": -17.598, "charge": 2, "multiplicity": 1, "species": ["N", "C", "N", "C", "Cl", "N", "C", "Cl", "N", "C", "C", "C", "C", "C", "H", "H", "H", "H", "H", "H", "H", "H", "H", "H", "H", "H", "H", "H"], "coordinates": [[-1.021, -0.785, 1.937], [-0.706, 0.237, 1.099], [-1.728, 0.986, 0.521], [-2.839, 0.665, -0.187], [-4.044, 1.784, -0.169], [-3.011, -0.462, -0.784], [-2.000, -1.702, -1.034], [-2.693, -3.114, -0.143], [0.496, 0.512, 0.618], [1.305, 1.572, 0.207], [1.946, 1.253, -1.166], [2.381, -0.223, -1.169], [2.800, -0.528, 0.258], [1.907, 0.485, 1.055], [-0.381, -1.316, 2.496], [-1.997, -0.811, 2.174], [-1.625, 1.824, 0.959], [-3.972, -0.656, -1.055], [-0.963, -1.550, -0.729], [-2.146, -1.744, -2.158], [1.091, 2.601, 0.533], [2.737, 1.864, -1.251], [1.318, 1.535, -2.098], [3.186, -0.361, -1.829], [1.581, -0.836, -1.290], [2.551, -1.443, 0.698], [3.784, -0.180, 0.379], [2.044, 0.390, 2.128]], "nbo_charge": [-0.723, 0.668, -0.611, 0.461, 0.252, -0.515, -0.219, 0.057, -0.348, -0.044, -0.395, -0.401, -0.386, -0.010, 0.456, 0.432, 0.445, 0.462, 0.237, 0.273, 0.264, 0.236, 0.240, 0.258, 0.190, 0.227, 0.246, 0.250]}

Entry 2:
{"formula": "C11H18N3NiO6P", "method": "ωB97M-V with the def2-TZVPD basis set", "lumo_ev": [-7.0, -10.3], "homo_ev": [-15.133, -15.889], "s2": 2.024, "charge": 2, "multiplicity": 3, "species": ["O", "C", "Ni", "O", "C", "C", "O", "C", "O", "C", "O", "C", "N", "C", "P", "O", "N", "C", "C", "N", "C", "C", "H", "H", "H", "H", "H", "H", "H", "H", "H", "H", "H", "H", "H", "H", "H", "H", "H", "H"], "coordinates": [[0.511, 3.535, -1.753], [0.430, 2.486, -1.291], [0.232, 0.808, -0.440], [-2.376, -0.208, -1.314], [-1.341, 0.174, -0.971], [1.797, 0.625, 0.367], [2.805, 0.499, 0.918], [-0.815, 1.054, 0.977], [-1.484, 1.265, 1.887], [1.073, -0.423, -1.424], [1.705, -1.171, -2.037], [1.802, -4.486, -0.388], [0.477, -4.011, -0.010], [-0.495, -3.923, -1.113], [0.080, -3.198, 1.397], [-0.698, -1.946, 1.189], [-0.850, -4.289, 2.253], [-1.816, -3.793, 3.220], [-0.623, -5.718, 2.230], [1.513, -2.846, 2.216], [1.413, -1.754, 3.197], [2.419, -3.890, 2.682], [1.823, -4.625, -1.479], [2.023, -5.462, 0.076], [2.584, -3.762, -0.122], [-1.237, -4.734, -1.038], [-1.024, -2.958, -1.074], [0.033, -4.004, -2.074], [-2.122, -2.778, 2.935], [-2.701, -4.445, 3.229], [-1.391, -3.762, 4.236], [-1.566, -6.234, 2.450], [-0.276, -6.020, 1.233], [0.124, -6.035, 2.974], [0.780, -0.952, 2.804], [0.992, -2.113, 4.151], [2.423, -1.364, 3.378], [1.944, -4.562, 3.416], [2.828, -4.486, 1.862], [3.258, -3.384, 3.179]], "lowdin_spin": [-0.009, -0.004, 0.748, -0.004, 0.086, 0.062, -0.007, 0.061, -0.006, 0.078, -0.003, 0.003, 0.023, 0.001, -0.002, 0.014, 0.472, 0.056, 0.058, 0.216, 0.018, 0.017, 0.000, 0.001, 0.001, 0.000, 0.001, 0.000, 0.003, 0.013, 0.030, 0.011, 0.005, 0.031, 0.000, 0.008, 0.007, 0.008, 0.002, 0.002]}

Entry 3:
{"formula": "C14H17IIrN2O2", "method": "ωB97M-V with the def2-TZVPD basis set", "lumo_ev": [-8.7, -12.2], "homo_ev": [-14.361, -15.812], "s2": 8.808, "charge": 2, "multiplicity": 6, "species": ["C", "C", "H", "H", "H", "H", "H", "H", "C", "C", "C", "C", "H", "H", "H", "H", "N", "C", "C", "N", "C", "C", "C", "H", "H", "C", "H", "H", "Ir", "I", "C", "C", "O", "O", "H", "H", "H"], "coordinates": [[3.588, 4.290, 1.148], [4.702, 3.328, 0.730], [3.259, 4.912, 0.321], [3.976, 4.976, 1.904], [2.719, 3.794, 1.569], [4.381, 2.553, 0.043], [5.497, 3.898, 0.244], [5.171, 2.865, 1.598], [-2.670, 1.259, -0.501], [-3.848, 1.239, -1.246], [-4.109, 0.181, -2.130], [-3.159, -0.816, -2.251], [-2.408, 2.036, 0.210], [-4.546, 2.051, -1.113], [-5.031, 0.160, -2.708], [-3.298, -1.679, -2.893], [-1.728, 0.296, -0.674], [-1.966, -0.753, -1.520], [-0.880, -1.684, -1.554], [0.147, -1.300, -0.737], [1.271, -2.056, -0.645], [0.347, -3.637, -2.227], [1.384, -3.222, -1.383], [2.051, -1.664, 0.006], [2.291, -3.802, -1.291], [-0.795, -2.860, -2.312], [-1.645, -3.130, -2.926], [0.429, -4.558, -2.789], [0.008, 0.388, 0.331], [1.428, 2.229, -0.219], [-1.193, -1.742, 3.750], [-0.592, -0.784, 2.738], [0.284, 0.067, 2.994], [-1.029, -0.922, 1.494], [-0.429, -2.053, 4.470], [-1.617, -2.622, 3.255], [-1.988, -1.237, 4.311]], "lowdin_spin": [0.014, 0.007, 0.001, 0.001, 0.011, 0.006, 0.000, 0.000, 0.121, 0.179, -0.004, 0.140, 0.009, 0.007, -0.003, 0.004, 0.159, 0.104, 0.096, 0.164, 0.114, -0.004, 0.168, 0.008, 0.007, 0.137, 0.005, -0.002, 2.431, 0.747, 0.007, 0.036, 0.139, 0.187, 0.002, 0.002, 0.001]}

Entry 4:
{"formula": "C5H11OS", "method": "ωB97M-V with the def2-TZVPD basis set", "lumo_ev": 3.8, "homo_ev": -2.983, "charge": -1, "multiplicity": 1, "species": ["C", "C", "S", "H", "H", "H", "H", "H", "C", "C", "C", "O", "H", "H", "H", "H", "H", "H"], "coordinates": [[1.727, 2.069, 1.101], [0.255, 1.734, 1.277], [-0.057, 0.694, 2.723], [2.374, 1.187, 1.135], [2.058, 2.740, 1.893], [1.897, 2.578, 0.142], [-0.114, 1.252, 0.357], [-0.306, 2.689, 1.324], [-1.388, -1.343, -2.321], [-1.112, -1.975, -0.962], [-0.111, -1.509, -0.192], [0.043, -1.816, 1.098], [-2.194, -0.600, -2.287], [-0.436, -0.930, -2.671], [-1.701, -2.142, -2.996], [-1.770, -2.767, -0.620], [0.651, -0.895, -0.677], [0.184, -0.965, 1.678]], "nbo_charge": [-0.612, -0.524, -0.606, 0.199, 0.193, 0.169, 0.174, 0.174, -0.626, -0.336, 0.181, -0.771, 0.197, 0.201, 0.185, 0.187, 0.134, 0.480]}

Entry 5:
{"formula": "C18H12AsN5S4SbSe4Tc", "method": "ωB97M-V with the def2-TZVPD basis set", "lumo_ev": [-2.3, -2.3], "homo_ev": [-7.944, -7.940], "multiplicity": 1, "species": ["Tc", "C", "C", "C", "C", "N", "C", "N", "C", "N", "C", "N", "C", "C", "C", "C", "C", "N", "C", "C", "C", "C", "C", "C", "H", "H", "H", "H", "H", "H", "H", "H", "H", "H", "H", "H", "S", "As", "S", "S", "S", "Se", "Sb", "Se", "Se", "Se"], "coordinates": [[0.323, 1.500, 0.371], [3.152, 0.413, 3.473], [2.988, -0.943, 3.749], [1.975, -1.594, 3.099], [1.188, -0.928, 2.137], [1.317, 0.401, 1.892], [2.290, 1.019, 2.597], [0.305, -1.737, 1.501], [-0.589, -1.379, 0.612], [-0.677, -0.196, -0.027], [-1.760, -0.258, -0.885], [-2.220, 0.652, -1.666], [-1.734, 1.889, -1.867], [-2.452, 2.621, -2.834], [-2.018, 3.853, -3.239], [-0.845, 4.339, -2.659], [-0.220, 3.600, -1.687], [-0.645, 2.403, -1.232], [-2.369, -1.575, -0.792], [-3.442, -2.149, -1.444], [-3.779, -3.451, -1.103], [-3.086, -4.134, -0.111], [-2.013, -3.557, 0.554], [-1.640, -2.279, 0.176], [3.919, 1.006, 3.945], [3.627, -1.461, 4.446], [1.751, -2.631, 3.310], [2.393, 2.081, 2.441], [-3.328, 2.138, -3.238], [-2.560, 4.424, -3.975], [-0.420, 5.286, -2.949], [0.696, 3.986, -1.255], [-3.992, -1.596, -2.187], [-4.606, -3.934, -1.602], [-3.381, -5.139, 0.145], [-1.498, -4.085, 1.342], [3.681, 4.400, -1.994], [4.050, 3.279, -0.330], [2.308, 1.378, -0.935], [0.837, 3.505, 1.266], [2.655, 4.372, 1.289], [3.574, -1.955, 0.179], [1.459, -3.626, 0.424], [2.888, -0.659, -1.526], [1.309, -5.086, 2.312], [0.590, -4.188, -1.727]], "nbo_charge": [0.493, -0.246, -0.136, -0.253, 0.375, -0.463, 0.058, -0.609, 0.519, -0.632, 0.447, -0.483, 0.364, -0.219, -0.144, -0.251, 0.067, -0.463, 0.002, -0.177, -0.177, -0.189, -0.144, -0.134, 0.232, 0.229, 0.265, 0.221, 0.238, 0.227, 0.237, 0.231, 0.232, 0.222, 0.225, 0.246, -0.571, 0.682, -0.248, 0.056, -0.279, -0.204, 1.110, 0.148, -0.578, -0.527]}

Entry 6:
{"formula": "C4H9N", "method": "ωB97M-V with the def2-TZVPD basis set", "lumo_ev": 1.1, "smiles": "C=C(C)NC", "homo_ev": -8.584, "multiplicity": 1, "species": ["C", "C", "C", "N", "C", "H", "H", "H", "H", "H", "H", "H", "H", "H"], "coordinates": [[1.267, 1.260, -0.442], [0.594, 0.147, -0.112], [0.661, -1.098, -0.965], [-0.103, 0.020, 1.140], [-1.536, -0.052, 0.952], [1.747, 1.222, -1.409], [1.150, 2.170, 0.123], [-0.026, -1.099, -1.809], [1.695, -1.177, -1.290], [0.336, -1.958, -0.379], [0.135, 0.904, 1.579], [-2.001, 0.849, 0.530], [-1.858, -0.817, 0.232], [-2.061, -0.372, 1.850]], "nbo_charge": [-0.506, 0.209, -0.672, -0.616, -0.424, 0.204, 0.197, 0.221, 0.231, 0.223, 0.358, 0.176, 0.197, 0.203]}

Entry 7:
{"formula": "C19H21CsN3O3", "method": "ωB97M-V with the def2-TZVPD basis set", "lumo_ev": 2.0, "homo_ev": -3.924, "charge": -1, "multiplicity": 1, "species": ["Cs", "O", "C", "C", "C", "C", "C", "C", "C", "N", "C", "C", "N", "C", "C", "C", "C", "C", "C", "C", "O", "H", "H", "H", "H", "H", "H", "H", "H", "H", "H", "H", "H", "H", "H", "C", "N", "C", "C", "O", "H", "H", "H", "H", "H", "H", "H"], "coordinates": [[0.976, 0.078, 0.588], [-0.619, -0.078, 2.755], [-1.728, 0.135, 3.336], [-1.924, 0.043, 4.747], [-3.172, 0.175, 5.309], [-4.306, 0.417, 4.531], [-4.141, 0.556, 3.162], [-2.889, 0.480, 2.561], [-2.783, 0.654, 1.095], [-2.076, 1.453, 0.400], [-1.251, 2.439, 1.093], [-0.565, 3.394, 0.113], [0.583, 2.754, -0.542], [1.204, 3.385, -1.455], [2.364, 2.949, -2.239], [2.725, 3.799, -3.287], [3.763, 3.522, -4.157], [4.466, 2.332, -3.962], [4.158, 1.465, -2.945], [3.104, 1.721, -2.011], [2.816, 0.950, -1.057], [-1.047, -0.172, 5.345], [-3.274, 0.077, 6.386], [-5.288, 0.503, 4.978], [-5.007, 0.750, 2.534], [-3.443, 0.008, 0.504], [-0.519, 1.913, 1.714], [-1.869, 2.999, 1.806], [-0.212, 4.267, 0.675], [-1.291, 3.744, -0.631], [0.851, 4.394, -1.742], [2.147, 4.711, -3.414], [4.014, 4.199, -4.962], [5.286, 2.075, -4.627], [4.716, 0.548, -2.796], [0.168, -5.832, -2.391], [0.421, -5.099, -1.165], [0.291, -5.716, 0.140], [0.680, -3.774, -1.216], [0.839, -3.074, -0.239], [0.100, -6.895, -2.164], [0.986, -5.702, -3.100], [-0.770, -5.536, -2.867], [0.099, -6.779, 0.011], [-0.527, -5.271, 0.709], [1.207, -5.587, 0.718], [0.739, -3.374, -2.243]], "nbo_charge": [0.955, -0.836, 0.420, -0.333, -0.194, -0.339, -0.161, -0.282, 0.151, -0.446, -0.288, -0.247, -0.490, 0.148, -0.251, -0.145, -0.351, -0.185, -0.340, 0.439, -0.804, 0.200, 0.189, 0.192, 0.188, 0.154, 0.217, 0.196, 0.178, 0.183, 0.118, 0.185, 0.193, 0.188, 0.198, -0.406, -0.441, -0.410, 0.535, -0.615, 0.206, 0.204, 0.196, 0.192, 0.215, 0.215, 0.114]}